(1)
14
Properties=species:S:1:pos:R:3 method="wB97M-V/def2-TZVPD" de_lowest_kj_mol=0.0 e_homo_ev=-9.179 fmax_ha_per_bohr=0.063 smiles="B1CC=CCN1" mol_weight_g_mol=80.93
B 0.04 -1.50 -0.05
C 1.15 0.83 -0.04
C -0.04 1.41 -0.03
C 1.37 -0.65 0.03
C -1.35 0.71 0.02
N -1.17 -0.86 -0.02
H 0.06 -2.68 -0.10
H 2.04 1.45 -0.08
H -0.13 2.49 -0.07
H 1.87 -0.86 0.98
H 2.10 -0.93 -0.73
H -1.89 0.94 0.95
H -1.98 0.97 -0.83
H -2.07 -1.32 -0.02


(2)
14
Properties=species:S:1:pos:R:3 method="wB97M-V/def2-TZVPD" de_lowest_kj_mol=0.0 e_homo_ev=-9.981 fmax_ha_per_bohr=0.085 mol_weight_g_mol=215.92
C -1.27 0.26 0.92
C -0.26 -0.01 -1.41
C -0.11 -0.33 0.10
C 1.27 -0.09 0.68
Br 2.60 -1.15 -0.18
Br 1.81 1.89 0.26
H -1.23 1.30 0.81
H -2.08 -0.14 0.43
H -1.30 -0.16 2.04
H -0.48 0.97 -1.83
H -0.95 -0.67 -1.90
H 0.79 -0.16 -1.73
H -0.13 -1.48 0.05
H 1.34 -0.22 1.76


(3)
15
Properties=species:S:1:pos:R:3 method="wB97M-V/def2-TZVPD" charge=+1 de_lowest_kj_mol=0.0 e_homo_ev=-13.587 fmax_ha_per_bohr=0.015 mol_weight_g_mol=229.92
C 0.24 1.79 1.33
C -0.79 0.93 0.70
C -0.58 -1.81 -1.68
C -0.99 -0.34 1.06
N 0.24 -0.81 -1.60
Br -1.79 1.73 -0.71
Br -2.25 -1.48 0.23
H 0.64 1.34 2.23
H 1.06 1.97 0.63
H -1.40 -1.77 -2.39
H -0.30 -2.77 -1.28
H -0.18 2.77 1.58
H -0.46 -0.80 1.88
H 0.06 0.06 -2.10
H 1.09 -0.86 -1.05


(4)
23
Properties=species:S:1:pos:R:3 method="wB97M-V/def2-TZVPD" charge=-1 e_homo_ev=-2.611 fmax_ha_per_bohr=0.101 mol_weight_g_mol=456.76
O 2.42 3.19 -2.36
V 1.80 2.39 -3.58
O 0.42 3.03 -4.02
O 2.92 -1.45 -1.65
C 1.77 -1.08 -1.12
C 1.08 0.26 -1.57
O 1.19 0.61 -2.92
H 1.75 -1.05 0.01
H 0.95 -1.85 -1.25
H 1.63 1.06 -1.05
H 0.07 0.28 -1.15
C -0.18 0.01 2.80
N 0.74 0.87 3.61
O 1.90 0.86 3.26
O 0.30 1.46 4.58
H 0.02 0.32 1.78
H -1.18 0.29 3.13
H 0.10 -1.03 2.92
C -3.50 -1.73 -0.39
Br -2.74 -0.11 -1.02
Br -5.44 -1.57 -0.34
Br -2.81 -2.22 1.36
H -3.20 -2.55 -1.03


(5)
14
Properties=species:S:1:pos:R:3 method="wB97M-V/def2-TZVPD" de_lowest_kj_mol=0.0 e_homo_ev=-10.486 fmax_ha_per_bohr=0.079 smiles=CC(C)(Cl)CBr mol_weight_g_mol=171.47
C -0.41 0.41 1.23
C -0.42 0.48 -1.28
C 0.98 -1.26 0.13
C -0.26 -0.42 -0.06
Cl -1.70 -1.54 0.00
Br 2.72 -0.32 -0.02
H -1.02 -0.06 1.91
H 0.53 0.47 1.72
H -0.84 1.49 1.08
H 0.00 0.06 -2.08
H -1.47 0.65 -1.30
H 0.10 1.37 -1.06
H 1.02 -1.58 1.20
H 0.88 -2.16 -0.44


(6)
14
Properties=species:S:1:pos:R:3 method="wB97M-V/def2-TZVPD" de_lowest_kj_mol=46.0 e_homo_ev=-10.173 fmax_ha_per_bohr=0.082 smiles=CC(C)(Cl)CBr mol_weight_g_mol=171.47
C 0.77 0.59 -1.20
C 0.31 0.70 1.22
C -1.11 -1.12 -0.16
C 0.36 -0.23 0.01
Cl 1.56 -1.50 0.42
Br -2.75 -0.12 0.42
H 1.19 1.56 -1.00
H 1.42 -0.10 -1.71
H -0.15 0.63 -1.72
H 1.25 1.12 1.50
H -0.19 1.55 0.62
H -0.24 0.45 2.07
H -1.25 -1.64 -1.12
H -1.18 -1.87 0.64


(7)
52
Properties=species:S:1:pos:R:3 method="wB97M-V/def2-TZVPD" charge=-2 de_lowest_kj_mol=369.9 e_homo_ev=-5.465 fmax_ha_per_bohr=0.232 mol_weight_g_mol=864.72
Ca 1.00 0.88 0.72
N 2.26 3.43 -2.41
S 1.38 2.33 -2.88
O 0.53 2.61 -4.04
O 1.00 1.30 -1.92
F 2.66 1.75 -3.65
S 1.13 4.01 -1.17
O 0.89 3.13 0.01
O -0.10 4.66 -1.69
F 1.92 5.26 -0.56
N -3.08 1.40 2.79
S -2.52 0.74 1.56
O -1.21 1.26 1.14
O -3.28 0.06 0.49
F -2.05 -0.60 2.35
S -4.36 2.09 1.87
O -5.44 1.13 1.79
O -4.19 3.08 0.81
F -4.87 2.91 3.13
N 2.97 0.21 -0.03
S 4.22 0.98 -0.22
O 4.46 1.80 -1.41
O 5.41 0.50 0.46
F 3.72 2.17 0.78
S 3.59 -1.08 -1.05
O 4.58 -2.09 -0.55
O 3.59 -0.87 -2.50
F 2.22 -1.83 -0.98
N 0.95 0.15 2.74
S 0.80 0.87 4.09
O 1.88 0.74 5.09
O -0.57 0.93 4.56
F 1.10 2.28 3.43
S 1.15 -1.39 3.37
O 0.14 -2.00 4.27
O 2.51 -1.78 3.41
F 0.66 -2.07 2.00
C -3.49 -3.82 -0.72
C -2.23 -2.93 -0.30
O -1.63 -2.39 -1.49
C -0.74 -1.38 -1.50
O -0.43 -0.66 -0.51
O -0.15 -1.17 -2.74
C -0.25 -2.05 -3.90
H -3.97 -4.15 0.20
H -3.13 -4.63 -1.35
H -4.21 -3.19 -1.24
H -1.58 -3.54 0.32
H -2.73 -2.21 0.34
H 0.75 -2.08 -4.34
H -0.80 -1.66 -4.76
H -0.44 -3.11 -3.79